1.
{"formula": "C19H28F5O3PrTe", "method": "ωB97M-V with the def2-TZVPD basis set", "symbols": ["O", "C", "C", "H", "H", "C", "H", "H", "C", "H", "H", "H", "C", "H", "H", "H", "Pr", "C", "C", "C", "H", "C", "C", "H", "H", "H", "H", "C", "C", "C", "H", "C", "C", "H", "H", "H", "H", "O", "C", "C", "H", "H", "C", "H", "H", "C", "H", "H", "H", "H", "F", "Te", "F", "F", "F", "F", "O"], "xyz": [[2.16895, 2.47114, -3.90976], [1.82308, 2.03811, -5.26078], [3.02229, 2.72171, -5.92643], [0.86612, 2.46162, -5.58876], [1.85739, 0.94586, -5.35317], [3.32594, 3.16986, -4.46486], [2.74837, 3.53281, -6.60870], [3.75088, 2.02118, -6.34655], [3.24558, 4.67517, -4.29356], [2.32612, 5.09182, -4.72182], [4.10094, 5.13626, -4.80376], [3.30384, 4.93012, -3.23047], [4.63009, 2.61564, -3.92837], [4.70490, 1.53381, -4.09051], [4.70209, 2.83155, -2.85707], [5.46765, 3.10596, -4.43932], [-1.83145, -1.35048, 2.14284], [-0.29545, -3.29492, 3.38757], [-1.28874, -3.96797, 2.61339], [-0.95858, -3.77477, 1.23062], [-2.15992, -4.52102, 2.98909], [0.27866, -3.04907, 1.16475], [0.68826, -2.76001, 2.49842], [1.65974, -2.35287, 2.79645], [-0.24732, -3.25116, 4.47444], [-1.57913, -4.07997, 0.39039], [0.88189, -2.89422, 0.26558], [-1.79677, -0.17861, 4.60625], [-0.40619, -0.16106, 4.29744], [-0.19040, 0.75468, 3.22735], [0.36056, -0.67114, 4.86744], [-1.45952, 1.30334, 2.85590], [-2.45959, 0.73897, 3.71817], [-3.53441, 0.86574, 3.59797], [-2.21747, -0.79892, 5.39411], [0.78401, 1.09579, 2.87959], [-1.61615, 2.05178, 2.07931], [-0.75335, -0.27746, 0.19274], [0.59760, 0.30426, -0.07363], [0.82100, 0.17202, -1.57355], [1.33010, -0.25565, 0.51520], [0.62738, 1.34375, 0.27388], [-0.59686, 0.18394, -2.15011], [1.27908, -0.80503, -1.76577], [1.47392, 0.92634, -2.02377], [-1.41900, -0.55470, -1.10674], [-0.67808, -0.22083, -3.16297], [-0.94508, 1.21995, -2.18868], [-1.41383, -1.63720, -1.28477], [-2.46082, -0.22070, -1.06423], [-4.58458, -1.03937, 5.11863], [-4.69432, -2.74672, 4.24075], [-2.91959, -3.02746, 4.99298], [-4.55530, -4.47865, 3.40998], [-5.47353, -3.52097, 5.82424], [-6.39955, -2.34713, 3.47233], [-3.89148, -2.00511, 2.70029]], "forces_ev_per_angstrom": [[0.263, 0.072, -1.148], [-0.269, -0.213, -0.124], [-0.329, -0.128, 0.902], [0.005, -0.356, 0.230], [-0.355, 0.179, 0.127], [0.692, 0.390, -0.607], [0.279, -0.251, 0.083], [-0.126, 0.348, -0.043], [0.042, 0.010, 0.234], [0.131, -0.161, 0.145], [-0.166, -0.059, 0.093], [-0.084, 0.079, -0.114], [-0.028, 0.079, 0.183], [-0.066, 0.208, 0.071], [0.084, -0.125, -0.089], [-0.109, -0.115, 0.108], [1.863, 0.070, 0.861], [-0.032, -0.324, -0.536], [0.298, 0.300, -0.424], [0.273, 0.139, 0.605], [0.538, 0.451, -0.201], [-0.303, -0.407, 0.571], [-0.493, -0.474, -0.411], [-0.587, 0.100, -0.139], [-0.077, -0.052, -0.351], [0.297, -0.188, 0.121], [-0.387, 0.186, 0.315], [0.388, 0.375, -0.521], [-0.642, 0.761, -0.269], [-0.677, -0.083, 0.362], [-0.087, -0.047, -0.220], [-0.025, -0.392, 0.785], [0.848, -0.186, -0.254], [0.284, 0.110, 0.290], [-0.067, 0.353, -0.347], [-0.311, -0.276, -0.101], [-0.040, -0.243, 0.217], [0.372, 0.538, -1.711], [-0.332, -0.115, 0.218], [-0.044, -0.693, -0.118], [-0.289, -0.058, -0.046], [-0.387, -0.186, -0.070], [-0.079, 0.665, 0.139], [-0.032, 0.066, -0.037], [-0.207, 0.038, 0.260], [0.516, -0.154, 0.360], [0.024, -0.128, 0.267], [-0.001, -0.009, -0.082], [0.124, 0.058, 0.176], [0.179, 0.098, 0.178], [-0.802, -1.586, -0.351], [1.959, 0.988, -1.481], [-1.908, -0.213, -0.234], [-0.645, 1.226, 1.221], [0.771, 0.897, -2.009], [1.068, -0.706, 1.256], [-1.314, -0.858, 1.658]], "largest_force_ha_per_bohr": 0.051, "e_lumo_ha": [-0.0677, -0.0676], "molar_mass_da": 667.93, "spin_multiplicity": 3, "energy_ha": -2250.87097, "s_squared": 2.003, "charge": 0, "orbital_gap_ev": [5.97, 6.01], "e_above_lowest_kj_mol": 78.9}



2.
{"formula": "C20H12F4N2", "method": "ωB97M-V with the def2-TZVPD basis set", "symbols": ["F", "C", "C", "C", "F", "C", "C", "C", "C", "C", "C", "F", "C", "C", "F", "C", "C", "H", "H", "H", "H", "H", "H", "H", "C", "C", "C", "C", "C", "C", "N", "C", "N", "H", "H", "H", "H", "H"], "xyz": [[-2.80621, 4.90787, 1.09070], [-2.55355, 3.57923, 1.08317], [-3.59927, 2.67560, 1.04861], [-3.34918, 1.31606, 1.02826], [-4.37829, 0.43866, 1.01101], [-2.05261, 0.86303, 1.03240], [-0.95480, 1.74878, 1.06774], [0.34415, 1.18083, 1.05965], [1.64777, 1.73829, 1.07135], [2.73867, 0.84377, 1.04909], [4.03865, 1.28761, 1.04124], [5.06216, 0.40406, 1.02790], [4.29839, 2.64500, 1.04937], [3.25982, 3.55673, 1.07413], [3.52217, 4.88320, 1.07297], [1.95988, 3.11194, 1.08929], [-1.25723, 3.12457, 1.09857], [-4.61130, 3.03240, 1.03016], [-1.89184, -0.19906, 1.00144], [0.33922, 0.10380, 1.01346], [2.57120, -0.21761, 1.03576], [5.31335, 2.99354, 1.03003], [1.20344, 3.86402, 1.11158], [-0.49573, 3.87095, 1.13736], [-1.30280, -5.44328, -2.12628], [-0.68149, -4.61211, -3.03902], [-0.23280, -3.36766, -2.60475], [-0.41269, -2.96896, -1.25176], [-1.04071, -3.82243, -0.34915], [-1.47978, -5.05337, -0.79968], [0.11695, -1.71038, -1.11100], [0.57442, -1.40764, -2.32459], [0.40228, -2.34261, -3.25691], [-1.65864, -6.41054, -2.44643], [-0.54331, -4.90731, -4.06534], [-1.17654, -3.51775, 0.67419], [-1.97110, -5.72438, -0.11215], [1.05730, -0.46488, -2.54233]], "forces_ev_per_angstrom": [[0.108, -0.845, 0.033], [0.412, -0.265, -0.052], [-0.863, 0.130, -0.046], [0.086, 0.040, 0.071], [0.731, 0.702, -0.008], [0.085, -0.775, 0.024], [-0.696, 0.420, 0.011], [-0.075, -0.165, -0.144], [0.696, 0.421, -0.004], [-0.130, -0.791, -0.003], [-0.061, 0.091, 0.019], [-0.715, 0.677, 0.001], [0.883, 0.105, -0.033], [-0.444, -0.246, -0.036], [-0.111, -0.852, 0.029], [-0.139, 0.662, 0.004], [0.165, 0.664, 0.027], [-0.347, 0.116, 0.004], [0.187, -0.345, -0.120], [-0.028, -0.424, -0.127], [-0.185, -0.338, -0.070], [0.346, 0.114, 0.009], [-0.133, 0.222, -0.021], [0.131, 0.224, -0.010], [-0.041, -0.072, -0.012], [0.213, 0.369, -0.148], [-0.044, 0.342, 0.597], [0.012, -0.035, -0.495], [0.106, 0.278, 0.012], [-0.078, -0.063, 0.154], [-0.072, 0.464, 1.781], [-0.278, -0.901, -0.759], [0.416, 0.352, -0.852], [-0.048, -0.127, -0.025], [0.028, -0.101, -0.213], [-0.076, 0.003, 0.326], [-0.063, -0.101, 0.092], [0.022, 0.050, -0.016]], "largest_force_ha_per_bohr": 0.036, "e_lumo_ha": -0.1482, "molar_mass_da": 356.32, "spin_multiplicity": 1, "energy_ha": -1278.17675, "charge": 0, "orbital_gap_ev": 2.48, "e_above_lowest_kj_mol": 245.2}



Q: Which formula does entry 2 have?
A: C20H12F4N2